[1]
Below is a molecular structure, C25H24AsI2IrN3SSe in a non-equilibrium geometry, with properties calculated with the ωB97M-V functional and the def2-TZVPD basis.

As for the spin multiplicity: 1. As for the charge: +1.

Element x y z (Å)
1 Ir -0.03224 -0.04085 0.23967
2 I -1.25181 -0.82296 -2.41829
3 I -3.29414 0.52264 0.21481
4 Se -0.64446 -1.14604 2.44728
5 As 2.43508 0.83360 0.84173
6 S 1.44744 -1.94793 -0.52976
7 N 2.23105 -1.47253 2.96422
8 N -0.32171 2.54591 -1.69088
9 N -0.31075 2.11328 -0.41624
10 C 2.79119 1.82324 -0.79092
11 C 3.88142 -2.99772 -0.08686
12 C 2.61044 3.20474 -0.79300
13 C 5.29282 3.30160 2.68775
14 C -0.60429 3.16928 0.34382
15 C 4.94027 -0.66225 0.98626
16 C -0.80177 4.28881 -0.47213
17 C 5.74354 -1.77865 0.81352
18 C 2.73726 3.92574 -1.96578
19 C 3.12767 1.76555 3.49520
20 C 3.04122 3.26989 -3.14997
21 C -0.63610 4.58223 -3.06037
22 C 3.43596 1.88034 2.14601
23 C 3.21953 1.89727 -3.15563
24 C -0.70318 3.07520 1.82194
25 C 1.09138 -1.40050 2.79969
26 C 3.07610 -1.86397 0.05684
27 C 3.08209 1.17225 -1.98397
28 C 3.60668 -0.69034 0.61177
29 C -3.22763 -0.16880 -1.81196
30 C 4.97750 3.19490 4.03154
31 C 5.20698 -2.94949 0.29209
32 C 4.52177 2.65207 1.74148
33 C 3.89810 2.42738 4.43696
34 C -0.59684 3.86223 -1.76882
35 H 2.29814 1.13603 3.80249
36 H -1.07180 5.27431 -0.15337
37 H -3.90322 -1.01285 -1.91084
38 H 6.78476 -1.73919 1.09631
39 H -1.57019 2.47790 2.11263
40 H -0.67307 5.65279 -2.88402
41 H 3.21900 0.09571 -1.99827
42 H 6.14440 3.88623 2.37190
43 H 3.45184 -3.90205 -0.48990
44 H 3.47040 1.38499 -4.07321
45 H 0.18525 2.58594 2.23320
46 H 5.35560 0.23778 1.42567
47 H -1.51592 4.30058 -3.63854
48 H 2.60374 4.99761 -1.95576
49 H -0.03984 1.93427 -2.44256
50 H 4.76789 2.73347 0.68792
51 H 0.24631 4.33791 -3.64909
52 H 3.65732 2.33876 5.48678
53 H 5.57886 3.71126 4.76356
54 H 2.37683 3.70534 0.14232
55 H 5.82825 -3.82445 0.17816
56 H -0.80298 4.06824 2.25247
57 H 3.13936 3.82386 -4.07268
58 H -3.52893 0.64291 -2.46766

***

[2]
Below is 3 unconnected molecules or ions with the total composition C6H14O2 in a non-equilibrium geometry, with properties calculated with the ωB97M-V functional and the def2-TZVPD basis.

The structure (SMILES) is C=CC(=C)CC.O.O. As for the spin multiplicity: 1. As for the charge: 0.

Element x y z (Å)
1 O 2.45116 1.43604 -1.72733
2 O -1.09954 -1.03599 -3.10318
3 C -2.15946 -0.89640 1.07229
4 C -1.29055 0.18747 1.73367
5 C 0.37594 0.03714 -0.91142
6 C 1.06714 0.61966 2.37101
7 C 0.18399 0.07584 1.52806
8 C 0.73162 -0.46777 0.27285
9 H 0.92427 0.85750 3.40808
10 H -1.42661 0.05961 2.80678
11 H -0.43820 0.72348 -1.02101
12 H 2.13719 1.52170 -0.81741
13 H -3.23178 -0.72904 1.33637
14 H 1.40061 -1.31572 0.46604
15 H -1.23247 -1.71676 -2.43518
16 H 1.59662 1.59160 -2.14990
17 H -2.39417 -0.75398 0.02602
18 H -1.82372 -1.89826 1.22798
19 H -1.15270 -0.21502 -2.61183
20 H 0.98276 -0.33296 -1.73499
21 H 2.15227 0.44292 2.12150
22 H -1.65758 1.14575 1.31551

***

[3]
Below is 2 unconnected molecules or ions with the total composition C2H2N2O3 in a non-equilibrium geometry, with properties calculated with the ωB97M-V functional and the def2-TZVPD basis.

As for the spin multiplicity: 1. As for the charge: 0.

Element x y z (Å)
1 O -2.16732 -0.12871 -1.00470
2 O 1.19858 -1.09872 0.32261
3 O -1.36023 -0.64234 1.02537
4 N 0.33741 2.21944 0.51285
5 N -1.39826 -0.35853 -0.12170
6 C 0.77751 -0.07352 -0.47028
7 C 0.59496 1.17939 0.07782
8 H 1.39634 -0.81271 1.22151
9 H 0.62100 -0.28429 -1.56348

***

[4]
Below is a molecular structure, C40H49ClN7O2Y in a non-equilibrium geometry, with properties calculated with the ωB97M-V functional and the def2-TZVPD basis.

As for the spin multiplicity: 1. As for the charge: 0.

Element x y z (Å)
1 Y -0.32550 -0.13251 0.50638
2 Cl 5.53835 2.84637 5.52433
3 O 1.74259 0.60753 0.48286
4 O -1.14552 7.21458 2.67667
5 N 1.14690 0.55674 4.66079
6 N -0.34873 2.34476 -0.16478
7 N 0.37209 -2.15362 0.04437
8 N 0.10026 0.54102 2.74951
9 N 0.76995 4.27704 -0.28949
10 N -4.71843 1.75668 -0.26493
11 N -0.34558 4.42529 0.46854
12 C 1.00106 -2.87468 2.37464
13 C -3.58684 -0.51924 -0.39075
14 C 2.61584 0.33456 2.68088
15 C 0.63429 -3.15978 0.95163
16 C -0.73480 5.70613 1.05009
17 C -3.65716 -3.05856 0.72809
18 C 0.73686 3.01795 -0.63802
19 C -0.25477 5.15105 3.60077
20 C 0.74508 3.98745 3.51215
21 C -2.56781 -0.86103 0.52234
22 C -4.57702 1.84374 1.17814
23 C 2.44744 6.33938 1.69667
24 C -4.58684 -2.71562 -0.24400
25 C -0.83395 0.61860 3.76847
26 C 5.12490 -0.10622 1.54121
27 C -1.67994 4.58020 3.70471
28 C 4.30945 3.35598 3.16111
29 C 4.67948 3.85931 4.39551
30 C 0.09023 -2.76576 -1.15758
31 C 0.52094 -4.38066 0.33559
32 C 2.75519 0.37965 1.27134
33 C 1.30599 0.49160 3.31921
34 C 1.17550 6.94083 2.31034
35 C -1.01274 3.27455 0.49628
36 C 3.74056 0.07056 3.47579
37 C 3.27099 5.48022 2.62553
38 C 4.04272 0.16341 0.73590
39 C 3.61124 4.17567 2.28362
40 C -3.69810 0.90601 -0.90341
41 C 3.68498 5.96550 3.86343
42 C 4.38334 5.16470 4.75369
43 C -2.66014 -2.15701 1.07325
44 C -6.08662 1.44006 -0.63849
45 C 4.98455 -0.15072 2.93109
46 C 0.03856 5.87589 4.92088
47 C -4.54699 -1.44734 -0.80195
48 C -0.16796 6.17952 2.42412
49 C -0.19659 0.63539 4.96108
50 C -0.28490 -1.93593 -2.34534
51 C 0.17262 -4.12708 -1.02369
52 H 1.04444 6.30132 4.94663
53 H -0.69018 6.66048 5.13710
54 H 0.67954 -5.34269 0.80200
55 H -1.95518 3.13942 0.99749
56 H 1.89475 0.54063 5.32898
57 H -0.02245 5.15292 5.73718
58 H 4.54738 2.33394 2.89487
59 H -1.91708 -2.50295 1.78999
60 H -6.16530 1.38458 -1.72630
61 H -5.33586 -3.43059 -0.56410
62 H -6.74396 2.24095 -0.29478
63 H 1.09834 -3.81301 2.92097
64 H 4.13632 0.18757 -0.34237
65 H -1.79847 4.09116 4.67424
66 H -0.56006 0.69095 5.97199
67 H 6.09398 -0.28786 1.09199
68 H 1.76122 4.30745 3.74374
69 H -3.90018 0.92681 -1.97858
70 H -1.27275 -1.46988 -2.22617
71 H 0.91803 7.82273 1.71883
72 H -2.73813 1.40860 -0.75165
73 H -0.50678 6.47172 0.31081
74 H 4.69818 5.54488 5.71615
75 H 0.00433 -4.85478 -1.80427
76 H 2.21740 5.78034 0.79600
77 H -1.81684 5.67233 1.15505
78 H 5.83296 -0.35377 3.56906
79 H -5.44732 2.35404 1.59332
80 H -3.68593 -4.03867 1.19043
81 H 3.06147 7.18686 1.37602
82 H -5.26745 -1.17746 -1.56691
83 H -1.89151 0.64298 3.55980
84 H -4.48836 0.86634 1.66913
85 H 3.64726 0.01323 4.55475
86 H 1.51635 2.55177 -1.21676
87 H 0.76710 3.48665 2.54568
88 H 3.29261 3.77489 1.32808
89 H 1.95320 -2.34318 2.45737
90 H -1.87741 3.81555 2.95577
91 H -6.45727 0.49332 -0.22236
92 H 0.24146 -2.28397 2.90347
93 H -0.79454 7.80132 3.35388
94 H -0.33687 -2.54799 -3.24427
95 H 0.45975 3.23780 4.25602
96 H 0.45232 -1.14798 -2.54111
97 H -2.43689 5.35899 3.62142
98 H 3.45426 6.98685 4.14912
99 H 1.41743 7.31925 3.30885
100 H -3.70029 2.44126 1.44617

***

[5]
Below is a molecular structure, C31H22F9N7OOsSTe, with properties calculated with the ωB97M-V functional and the def2-TZVPD basis.

As for the spin multiplicity: 1. As for the charge: +2.

Element x y z (Å)
1 Os -0.59342 -0.14439 0.55479
2 Te 1.68924 2.37240 -1.20187
3 S -3.38685 -0.36590 -1.65648
4 F -1.67827 -4.20419 2.39431
5 F 1.74856 -4.07616 2.36639
6 F 1.42098 -4.25489 -0.35716
7 F 1.59493 -2.10668 -0.35426
8 F 1.75348 -1.91507 2.22693
9 F -0.12290 -3.03461 -1.25394
10 F 0.30990 -2.90293 3.47835
11 F -0.37510 -5.42839 1.18252
12 F -1.90005 -4.20677 0.25315
13 O -0.85580 -1.93376 1.20050
14 N 0.21807 1.43180 1.29145
15 N -2.89379 -2.80680 -2.79932
16 N -0.75316 0.05701 -1.21511
17 N -2.00934 0.34262 1.94558
18 N 0.99911 0.83035 -4.10714
19 N -3.20149 -0.34045 -5.28890
20 N -4.90372 -2.01387 -3.13288
21 C 5.49259 0.55204 -0.73709
22 C -3.56150 -3.89736 -3.53679
23 C 4.53015 2.76179 -0.74619
24 C -1.68076 -0.03117 -2.17445
25 C -2.28638 3.36705 4.04854
26 C -4.88398 -3.23226 -3.96741
27 C -1.08169 3.93139 3.73872
28 C -0.18821 3.31990 2.82148
29 C -0.57312 2.16459 2.19140
30 C -1.40754 0.13234 -3.50548
31 C 3.10839 0.83382 -1.50473
32 C -2.65820 2.12668 3.46415
33 C 6.68759 1.07836 -0.27564
34 C -1.78435 1.55734 2.53096
35 C -3.08631 -0.34760 2.28245
36 C 5.73348 3.28617 -0.28421
37 C 3.36162 3.66471 -1.06339
38 C -4.01691 0.15535 3.19877
39 C 0.96994 -3.00493 2.33185
40 C -2.40184 -0.08504 -4.50234
41 C -3.81445 1.38403 3.77871
42 C -1.00245 -4.26495 1.25560
43 C 4.40842 1.39188 -0.97215
44 C -3.72250 -1.80896 -2.59023
45 C -0.02762 -3.04698 1.13164
46 C 1.54293 1.90445 0.99908
47 C 0.74269 -3.13431 -0.21823
48 C 6.80765 2.44476 -0.04730
49 C -0.07810 0.49689 -3.88553
50 C 1.17906 3.77377 2.58921
51 C 1.98942 3.08879 1.78067
52 H 7.52792 0.42291 -0.09180
53 H -3.72193 -4.74014 -2.86562
54 H -4.88264 -0.44270 3.44299
55 H 3.16317 4.42232 -0.30691
56 H -4.52707 1.77990 4.49169
57 H -0.77879 4.85469 4.21604
58 H 5.83058 4.35175 -0.11514
59 H 3.45277 4.16883 -2.02650
60 H 2.28010 1.10077 1.05739
61 H -2.02799 -2.92179 -2.29242
62 H -2.94926 3.83572 4.76338
63 H -3.20547 -1.31780 1.81964
64 H -4.87342 -2.93734 -5.01570
65 H -5.75294 -3.85251 -3.76952
66 H 3.12104 0.58896 -2.56606
67 H 7.74110 2.85370 0.31470
68 H 2.75666 -0.03304 -0.94658
69 H -5.54357 -1.25235 -3.30371
70 H 5.40184 -0.51206 -0.91776
71 H 3.03311 3.36000 1.69045
72 H 1.55333 4.62530 3.14317
73 H -2.95697 -4.21697 -4.38069

***

Computed values of electronic energy (unit: eV) for the preceding records, in sequence: -186837.7033; -10541.5134; -11223.3442; -70369.3183; -90020.9014.